1.
Computed, not measured: a 2-piece molecular cluster, C22H16F3N2S overall in a non-equilibrium geometry, with the ωB97M-V functional and the def2-TZVPD basis.

Structure (ORCA input):
```
! RIJCOSX wB97M-V def2-TZVPD def2/J DEFGRID3
* xyz 1 1
F -4.564 1.177 0.958
C -3.330 1.734 0.991
C -3.095 2.946 0.370
C -1.838 3.522 0.412
F -1.612 4.695 -0.222
C -0.822 2.893 1.092
C -1.018 1.659 1.744
C 0.085 1.100 2.437
C 0.217 -0.044 3.265
C 1.485 -0.305 3.827
C 1.699 -1.391 4.637
C 0.668 -2.262 4.920
C -0.594 -2.038 4.398
F -1.609 -2.893 4.671
C -0.816 -0.945 3.595
C -2.307 1.099 1.653
H -3.890 3.434 -0.161
H 0.140 3.372 1.123
H 0.997 1.665 2.320
H 2.294 0.375 3.621
H 2.676 -1.566 5.055
H 0.821 -3.125 5.542
H -1.820 -0.811 3.257
H -2.548 0.153 2.083
C 1.207 -0.159 -5.846
C 1.524 -0.866 -4.705
C 0.875 -0.549 -3.516
C -0.079 0.475 -3.478
C -0.396 1.163 -4.634
C 0.252 0.846 -5.815
S -0.692 0.737 -1.821
C 0.286 -0.587 -1.185
N 0.495 -1.178 -0.051
C 1.476 -2.179 -0.222
C 1.898 -2.186 -1.715
N 1.048 -1.114 -2.230
H 1.709 -0.389 -6.771
H 2.269 -1.640 -4.718
H -1.127 1.952 -4.607
H 0.027 1.392 -6.718
H 2.323 -1.956 0.442
H 1.070 -3.148 0.098
H 2.950 -1.931 -1.870
H 1.669 -3.125 -2.229
*
```

Output
Orbital gap = 4.008 eV
Lowest unoccupied orbital energy = -6.2 eV


2.
Computed, not measured: C22H16FeN5O2 as an isolated structure in a non-equilibrium geometry, with the ωB97M-V functional and the def2-TZVPD basis.

Structure (ORCA input):
```
! RIJCOSX wB97M-V def2-TZVPD def2/J DEFGRID3
* xyz 2 6
Fe -0.068 0.192 -0.520
O 3.395 1.530 -2.552
C 2.489 0.934 -2.037
N 1.479 1.462 -1.193
C 1.278 2.866 -1.179
O 2.024 3.713 -1.585
C -0.082 3.225 -0.659
C -0.362 4.521 -0.268
C -1.670 4.839 0.074
C -2.644 3.857 -0.015
C -2.270 2.578 -0.395
N -1.009 2.261 -0.699
C 2.261 -0.520 -2.328
C 3.277 -1.295 -2.855
C 2.980 -2.595 -3.246
C 1.679 -3.053 -3.115
C 0.729 -2.216 -2.550
N 1.016 -0.975 -2.151
H 0.433 5.254 -0.241
H -1.921 5.845 0.381
H -3.680 4.071 0.204
H -3.004 1.786 -0.474
H 4.270 -0.878 -2.957
H 3.751 -3.226 -3.666
H 1.394 -4.043 -3.442
H -0.296 -2.542 -2.427
C 1.214 -3.922 0.734
C 0.084 -4.246 1.468
C -0.771 -3.235 1.880
C -0.492 -1.925 1.516
N 0.563 -1.628 0.737
C 1.406 -2.597 0.382
C -1.227 -0.750 2.044
C -2.269 -0.841 2.956
C -2.774 0.321 3.520
C -2.204 1.540 3.188
C -1.189 1.552 2.247
N -0.732 0.442 1.667
H 1.930 -4.674 0.437
H -0.121 -5.272 1.743
H -1.635 -3.473 2.482
H 2.279 -2.292 -0.183
H -2.681 -1.799 3.236
H -3.588 0.267 4.232
H -2.535 2.461 3.645
H -0.704 2.478 1.963
*
```

Output
Orbital gap (spin up / spin down) = 8.778 / 5.510 eV
Lowest unoccupied orbital energy (spin up / spin down) = -6.7 / -9.9 eV
Energy above the lowest of the compared OMol25 structures with the same formula, charge and spin = 142.4 kJ/mol


3.
Computed, not measured: C22H16GaN3SSbSe4 as an isolated structure, with the ωB97M-V functional and the def2-TZVPD basis.

Structure (ORCA input):
```
! RIJCOSX wB97M-V def2-TZVPD def2/J DEFGRID3
* xyz -1 1
Ga -1.168 0.045 0.605
N 0.781 0.301 1.321
C 1.395 1.230 0.425
C 2.681 1.225 -0.016
C 3.155 2.305 -0.802
C 2.357 3.375 -1.091
C 1.013 3.395 -0.642
C 0.102 4.463 -0.833
C -1.165 4.366 -0.339
C -1.577 3.171 0.296
N -0.756 2.174 0.480
C 0.537 2.295 0.070
H 1.358 -0.502 1.543
H 0.652 0.834 2.227
H 3.351 0.423 0.270
H 4.184 2.295 -1.138
H 2.745 4.222 -1.644
H 0.428 5.356 -1.355
H -1.871 5.178 -0.443
H -2.584 3.035 0.672
Se 1.031 2.616 3.582
Sb -0.649 1.354 4.927
Se -2.937 1.526 3.297
Se -2.907 -0.454 2.048
Se 0.024 -0.983 4.609
S 0.228 -3.706 -1.709
C 0.605 -4.110 -0.061
C 1.258 -5.229 0.444
C 1.429 -5.309 1.815
C 0.948 -4.304 2.663
C 0.295 -3.193 2.163
C 0.143 -3.096 0.783
N -0.473 -2.043 0.110
C -0.503 -2.227 -1.168
C -1.102 -1.204 -2.041
C -1.338 -1.440 -3.393
C -1.948 -0.459 -4.155
C -2.326 0.735 -3.551
C -2.084 0.949 -2.198
C -1.450 -0.004 -1.408
H 1.620 -6.011 -0.211
H 1.940 -6.167 2.235
H 1.083 -4.386 3.735
H -0.088 -2.415 2.824
H -1.062 -2.389 -3.842
H -2.138 -0.626 -5.208
H -2.812 1.504 -4.140
H -2.404 1.886 -1.758
*
```

Output
Orbital gap = 5.074 eV
Lowest unoccupied orbital energy = 1.8 eV
Energy above the lowest of the compared OMol25 structures with the same formula, charge and spin = 0.0 kJ/mol


4.
Computed, not measured: C22H16MoPSe3Te2 as an isolated structure, with the ωB97M-V functional and the def2-TZVPD basis.

Structure (ORCA input):
```
! RIJCOSX wB97M-V def2-TZVPD def2/J DEFGRID3
* xyz 1 1
Mo -1.969 -0.907 -0.627
C 0.851 5.024 0.447
C 0.909 4.152 1.527
C 0.541 2.824 1.369
C 0.114 2.373 0.120
C 0.052 3.251 -0.961
C 0.422 4.577 -0.794
P -0.227 0.631 -0.174
C -0.782 -0.106 1.398
C -0.143 -1.218 1.977
C -0.582 -1.716 3.190
C -1.656 -1.110 3.840
C -2.295 -0.009 3.288
C -1.864 0.492 2.071
C 1.290 -0.171 -0.659
C 2.563 0.282 -0.440
C 3.659 -0.479 -0.898
C 3.445 -1.649 -1.573
C 2.134 -2.118 -1.840
C 1.889 -3.297 -2.587
C 0.610 -3.670 -2.880
C -0.486 -2.892 -2.438
C -0.317 -1.769 -1.655
C 1.032 -1.366 -1.376
H 1.143 6.059 0.576
H 1.244 4.505 2.494
H 0.587 2.144 2.211
H -0.281 2.896 -1.930
H 0.375 5.260 -1.633
H 0.689 -1.679 1.460
H -0.090 -2.572 3.633
H -1.993 -1.503 4.792
H -3.127 0.454 3.801
H -2.329 1.376 1.655
H 2.733 1.216 0.083
H 4.666 -0.128 -0.720
H 4.287 -2.229 -1.933
H 2.730 -3.884 -2.938
H 0.426 -4.563 -3.464
H -1.479 -3.207 -2.730
Se -2.758 -2.764 0.790
Se -3.858 -2.670 -1.242
Te -5.766 -1.021 -1.041
Se -2.472 0.139 -2.977
Te -3.916 1.043 -1.215
*
```

Output
Orbital gap = 6.757 eV
Lowest unoccupied orbital energy = -4.1 eV


5.
Computed, not measured: C22H17AsBN2O4ReS5 as an isolated structure in a non-equilibrium geometry, with the ωB97M-V functional and the def2-TZVPD basis.

Structure (ORCA input):
```
! RIJCOSX wB97M-V def2-TZVPD def2/J DEFGRID3
* xyz 2 1
Re 0.881 -1.397 -0.806
C -5.870 0.556 2.270
C -4.645 0.613 1.361
C -4.151 1.842 0.946
C -2.922 1.932 0.321
C -2.281 0.764 -0.086
C -2.833 -0.486 0.238
C -3.986 -0.565 0.948
S -0.693 0.838 -0.642
O 0.126 0.130 0.402
O -0.255 2.147 -0.886
N -0.423 -0.205 -1.791
C -0.290 -0.016 -3.186
C -1.144 0.697 -3.992
C -0.805 0.879 -5.310
C 0.340 0.371 -5.853
C 1.206 -0.410 -5.020
C 2.389 -1.071 -5.437
C 3.096 -1.836 -4.576
C 2.767 -1.916 -3.261
N 1.645 -1.331 -2.785
C 0.871 -0.594 -3.679
H -6.561 -0.189 1.911
H -6.315 1.560 2.333
H -5.546 0.263 3.233
H -4.636 2.732 1.281
H -2.488 2.923 0.073
H -2.236 -1.329 -0.042
H -4.295 -1.559 1.292
H -2.080 1.090 -3.561
H -1.472 1.390 -5.964
H 0.564 0.481 -6.917
H 2.716 -1.015 -6.465
H 3.905 -2.443 -4.914
H 3.424 -2.502 -2.582
S 3.521 -4.644 0.026
As 4.065 -3.146 1.058
S 2.993 -1.180 0.249
S 0.366 -3.231 -0.218
S 4.812 -2.663 2.823
O 3.441 0.807 2.379
B 2.759 -0.226 1.889
O 1.672 -0.696 2.615
C 1.719 0.152 3.752
C 0.845 0.143 4.815
C 1.141 1.100 5.788
C 2.174 2.038 5.626
C 3.017 2.044 4.529
C 2.757 1.047 3.611
H 0.040 -0.595 4.896
H 0.482 1.210 6.681
H 2.419 2.757 6.387
H 3.769 2.739 4.234
*
```

Output
Orbital gap = 5.810 eV
Lowest unoccupied orbital energy = -8.0 eV
Energy above the lowest of the compared OMol25 structures with the same formula, charge and spin = 0.0 kJ/mol


6.
Computed, not measured: a 8-piece molecular cluster, C22H17BCl28N2O3 overall in a non-equilibrium geometry, with the ωB97M-V functional and the def2-TZVPD basis.

Structure (ORCA input):
```
! RIJCOSX wB97M-V def2-TZVPD def2/J DEFGRID3
* xyz 0 1
C 0.683 -3.513 3.723
B 0.942 -4.365 2.425
O 1.880 -5.396 2.505
N 0.252 -4.202 1.104
C -1.066 -4.831 1.073
O -1.371 -5.503 0.121
O -1.804 -4.641 2.190
C -3.219 -4.783 1.999
C -4.005 -3.496 2.232
C -4.833 -3.078 1.221
C -5.543 -1.903 1.350
C -5.397 -1.154 2.491
C -4.584 -1.587 3.510
C -3.865 -2.762 3.401
C -2.975 -3.178 4.550
C 0.203 -2.832 0.678
C 1.289 -2.340 -0.043
C 1.203 -1.010 -0.394
C 0.124 -0.207 -0.106
N -0.917 -0.674 0.584
C -0.823 -1.937 0.953
H -0.050 -2.712 3.599
H 1.649 -3.088 4.033
H 0.377 -4.176 4.544
H 2.728 -5.076 2.173
H -3.577 -5.501 2.751
H -3.517 -5.182 1.029
H -4.940 -3.636 0.296
H -6.190 -1.548 0.549
H -5.909 -0.206 2.631
H -4.463 -0.993 4.412
H -2.817 -2.343 5.238
H -3.445 -3.999 5.111
H -2.000 -3.540 4.227
H 2.150 -2.954 -0.280
H 2.032 -0.574 -0.953
H 0.104 0.841 -0.404
H -1.654 -2.322 1.548
C -8.546 -3.274 -1.300
Cl -9.622 -3.848 -0.023
Cl -7.145 -4.342 -1.410
Cl -9.421 -3.265 -2.844
Cl -8.011 -1.629 -0.927
C 1.474 4.169 -1.603
Cl 1.348 2.444 -1.222
Cl 2.309 5.003 -0.290
Cl 2.393 4.382 -3.101
Cl -0.146 4.845 -1.800
C 5.676 5.093 -6.071
Cl 5.897 4.006 -7.447
Cl 4.111 4.769 -5.308
Cl 6.967 4.829 -4.894
Cl 5.721 6.770 -6.630
C 4.506 2.835 2.681
Cl 3.440 3.692 3.802
Cl 5.693 1.897 3.596
Cl 3.548 1.747 1.671
Cl 5.350 4.007 1.656
C -6.639 -5.747 -5.636
Cl -5.465 -4.806 -6.566
Cl -7.726 -4.652 -4.772
Cl -7.576 -6.770 -6.733
Cl -5.784 -6.764 -4.467
C 8.135 7.006 0.080
Cl 9.458 5.859 -0.164
Cl 8.335 7.815 1.639
Cl 8.146 8.206 -1.216
Cl 6.593 6.138 0.061
C 8.067 11.999 -3.366
Cl 8.844 11.588 -1.833
Cl 9.283 12.588 -4.506
Cl 7.284 10.558 -4.031
Cl 6.854 13.256 -3.095
*
```

Output
Structure (SMILES) = CB(O)N(C(=O)OCc1ccccc1C)c1cccnc1.ClC(Cl)(Cl)Cl.ClC(Cl)(Cl)Cl.ClC(Cl)(Cl)Cl.ClC(Cl)(Cl)Cl.ClC(Cl)(Cl)Cl.ClC(Cl)(Cl)Cl.ClC(Cl)(Cl)Cl
Orbital gap = 9.051 eV
Lowest unoccupied orbital energy = 0.0 eV